(1)
Entry from OMol25: C27H23F3N3NaO2S as an isolated structure at a distorted geometry (wB97M-V/def2-TZVPD).

Results
Total charge: -2
Spin multiplicity: 1
Molar mass: 533.55 g/mol
Kohn-Sham gap (spin up / spin down): 5.1 / 3.0 eV
E_LUMO (spin up / spin down): 3.65 / 3.14 eV

CARTESIAN COORDINATES (ANGSTROEM)
Na1 0.29893 -0.27524 -0.47941
N1 2.08826 0.94304 -1.38408
C1 2.62710 2.03809 -1.86056
C2 4.00208 2.07919 -2.30379
C3 4.45605 3.04720 -3.13605
C4 3.59352 4.04883 -3.65371
C5 2.33102 4.16067 -3.21870
C6 1.85846 3.21203 -2.30182
C7 0.64374 3.54991 -1.47417
C8 -0.33743 4.40267 -2.00557
C9 -1.39382 4.81976 -1.21408
C10 -1.63882 4.32915 0.10047
C11 -0.60917 3.58081 0.71509
C12 0.44396 3.21504 -0.10037
H1 2.84181 0.31318 -1.22589
H2 1.20987 2.57525 0.40356
H3 4.65752 1.25269 -2.06308
H4 5.45391 3.01558 -3.46564
H5 3.95158 4.80697 -4.39602
H6 1.60598 5.02785 -3.44699
H7 -0.32568 4.67283 -3.04084
H8 -2.06009 5.56826 -1.65554
H9 -2.53487 4.72770 0.60045
H10 -0.64233 3.28660 1.75061
F1 -1.22554 -0.89526 -3.05901
C13 -2.47354 -0.95096 -2.53240
F2 -2.62084 -2.25675 -2.05271
F3 -3.30460 -0.81537 -3.57980
C14 -2.65248 0.01010 -1.36667
O1 -3.48199 0.89317 -1.68825
O2 -1.94326 -0.18924 -0.32958
N2 -2.49558 -1.97291 6.48336
C15 -1.20387 -1.66230 6.11785
S1 -0.00430 -2.04950 7.14346
C16 -0.91721 -1.08762 4.78042
C17 0.45080 -0.99730 4.39087
C18 0.68664 -0.82484 3.04660
N3 -0.29610 -0.50515 2.13974
C19 -1.53066 -0.33284 2.57122
C20 -1.89908 -0.60598 3.89115
H11 -2.54900 -2.54117 7.35925
H12 -3.19679 -2.16540 5.73995
H13 1.21441 -1.08831 5.17098
H14 1.72005 -0.90096 2.70043
H15 -2.30202 0.04144 1.86920
H16 -2.94086 -0.42451 4.16555
C21 1.65554 -2.45368 -1.11487
C22 0.55804 -3.31038 -1.05565
C23 -0.05348 -3.73150 0.19385
C24 -0.90853 -4.80024 0.26996
C25 -1.12230 -5.54402 -0.93913
C26 -0.71837 -5.02303 -2.18701
C27 0.06441 -3.89622 -2.24714
H17 2.17765 -2.29822 -2.07496
H18 2.20904 -2.23389 -0.19374
H19 0.27704 -3.25749 1.13452
H20 -1.41993 -5.11826 1.19955
H21 -1.71739 -6.47535 -0.86696
H22 -1.05460 -5.51358 -3.07204
H23 0.49713 -3.42056 -3.15182

***

(2)
Entry from OMol25: C27H23F6I2KN6O10S2 as an isolated structure (wB97M-V/def2-TZVPD).

Results
Energy above the lowest of the compared OMol25 structures with the same formula, charge and spin: 136.6 kJ/mol
Total charge: -2
Spin multiplicity: 1
Molar mass: 1062.54 g/mol
Kohn-Sham gap: 6.0 eV
E_LUMO: 3.47 eV

CARTESIAN COORDINATES (ANGSTROEM)
K1 -0.76034 2.27608 0.43637
I1 -2.61073 0.47059 -5.96663
C1 -2.88062 1.36498 -4.08718
C2 -2.52500 2.69032 -3.90039
C3 -2.65217 3.23370 -2.63754
I2 -2.11784 5.23692 -2.33567
C4 -3.07172 2.50143 -1.48224
O1 -3.04176 2.96741 -0.30092
C5 -3.50703 1.16298 -1.76875
C6 -4.12019 0.34184 -0.66155
N1 -3.44337 -0.93961 -0.52430
C7 -3.64745 -1.58057 0.75488
C8 -2.64551 -2.68562 0.96573
C9 -2.22252 -3.46544 -0.11302
C10 -1.28383 -4.45407 0.10179
C11 -0.79570 -4.64541 1.38690
C12 -1.28441 -3.83183 2.39469
N2 -2.18801 -2.87294 2.20134
C13 -3.38827 0.61704 -3.03316
H1 -2.14033 3.28649 -4.71612
H2 -5.18301 0.16062 -0.87846
H3 -4.08073 0.93159 0.26246
H4 -2.45220 -0.82540 -0.71626
H5 -4.65659 -2.01802 0.77653
H6 -3.58282 -0.89396 1.61066
H7 -2.61065 -3.25358 -1.09925
H8 -0.92736 -5.05969 -0.72263
H9 -0.04662 -5.39603 1.60404
H10 -0.92354 -3.94337 3.40950
H11 -3.68746 -0.41335 -3.18295
O2 -1.21077 1.05345 2.76873
C14 -1.36031 0.42197 3.79631
C15 -0.37361 -0.00209 4.77345
C16 -0.87247 -0.68365 5.86953
C17 -0.04641 -1.15677 6.87583
C18 1.35734 -0.95954 6.78104
C19 1.88455 -0.30365 5.72162
C20 1.06615 0.24271 4.63884
O3 1.57291 0.85153 3.69503
N3 -0.59892 -1.83711 7.99056
O4 0.15928 -2.22193 8.88436
O5 -1.82171 -1.95399 8.08071
H12 -2.38787 0.09389 4.07150
H13 -1.93908 -0.85808 5.95082
H14 1.98441 -1.34619 7.57253
H15 2.95214 -0.14777 5.63104
N4 -0.36825 -0.71300 -1.88300
C21 0.56750 -0.92334 -2.52525
N5 1.61071 -1.25245 -3.26625
C22 2.75175 -1.95412 -2.68210
C23 4.02142 -1.14484 -2.88430
O6 4.18701 -0.83296 -4.26413
C24 3.13097 0.02317 -4.68770
C25 1.79523 -0.69469 -4.60463
H16 2.85841 -2.92224 -3.18590
H17 2.56242 -2.12333 -1.62284
H18 4.89144 -1.72894 -2.58349
H19 3.98341 -0.22788 -2.29158
H20 3.34522 0.30433 -5.71916
H21 3.10392 0.92004 -4.06480
H22 1.77755 -1.51719 -5.32919
H23 0.97572 -0.01036 -4.81596
F1 1.78213 3.11739 1.76186
C26 2.90965 2.77394 1.15982
F2 3.37804 3.84157 0.49865
F3 3.81419 2.43566 2.07146
S1 2.63291 1.33227 -0.02216
O7 1.27247 0.93160 0.21496
O8 3.71074 0.42332 0.22610
N6 2.84211 1.95876 -1.46650
S2 1.65253 2.78794 -2.08332
O9 0.97949 2.11542 -3.15558
O10 0.86851 3.50073 -1.10356
C27 2.59579 4.10486 -2.96099
F4 1.73522 4.97338 -3.49290
F5 3.42269 4.77190 -2.16066
F6 3.32130 3.57315 -3.95664

***

(3)
Entry from OMol25: C27H23F6O7SSbTeV as an isolated structure at a distorted geometry (wB97M-V/def2-TZVPD).

Results
Energy above the lowest of the compared OMol25 structures with the same formula, charge and spin: 669.4 kJ/mol
Total charge: +2
Spin multiplicity: 2
Molar mass: 905.83 g/mol
Kohn-Sham gap (spin up / spin down): 7.5 / 4.3 eV
E_LUMO (spin up / spin down): -7.91 / -11.13 eV

CARTESIAN COORDINATES (ANGSTROEM)
V1 -1.25973 1.95873 1.37862
O1 -0.85693 2.63063 4.34792
C1 -0.33693 1.72343 3.72782
O2 -0.97373 1.06233 2.82972
C2 1.13317 1.40573 3.92362
C3 1.50307 0.00933 3.39382
C4 2.95257 -0.30637 3.78492
C5 3.74157 0.51133 2.74612
C6 2.60387 1.24283 2.02462
O3 1.57407 0.24843 1.98122
C7 1.98997 2.31213 2.97992
C8 1.19357 3.33833 2.17302
O4 1.51847 4.46683 1.98782
O5 0.07867 2.83533 1.63082
H1 1.36507 1.57283 4.97572
H2 0.76717 -0.77157 3.61182
H3 3.16297 0.00503 4.80342
H4 3.14967 -1.37177 3.69822
H5 4.45847 1.19203 3.19402
H6 4.27117 -0.13697 2.04872
H7 2.83537 1.61383 1.02342
H8 2.76947 2.85893 3.51462
Te1 -0.24753 -1.12507 0.70402
C9 -1.38373 -1.99967 -0.88078
C10 -0.74053 -2.32037 -2.07698
C11 -1.49203 -2.81757 -3.12508
C12 -2.86183 -2.99237 -2.98318
C13 -3.49193 -2.67747 -1.79048
C14 -2.75703 -2.17537 -0.72728
C15 1.44877 -2.36017 0.29332
C16 1.26127 -3.65667 0.76422
C17 2.21977 -4.62087 0.50432
C18 3.36067 -4.27327 -0.20418
C19 3.55347 -2.97377 -0.64828
C20 2.59927 -1.99957 -0.39298
H9 0.33187 -2.18687 -2.17818
H10 -1.00533 -3.06217 -4.05568
H11 -3.44283 -3.37927 -3.80438
H12 -4.55453 -2.82567 -1.68218
H13 -3.24323 -1.92367 0.20942
H14 0.36097 -3.89347 1.32192
H15 2.07627 -5.63107 0.85292
H16 4.10907 -5.02207 -0.40928
H17 4.44247 -2.72137 -1.20608
H18 2.73897 -0.98127 -0.73278
O6 -2.12803 1.10783 -6.90528
C21 -2.62283 1.60293 -5.79698
O7 -3.61083 2.27283 -5.74378
C22 -1.87963 1.28693 -4.50678
C23 -2.61513 1.05903 -3.34658
C24 -1.97133 0.82473 -2.14268
C25 -0.57943 0.84413 -2.10418
S1 0.41917 0.75763 -0.62688
C26 0.15627 1.09573 -3.26248
C27 -0.49023 1.31723 -4.46308
H19 -1.32853 0.56423 -6.84168
H20 -3.69393 1.09753 -3.37578
H21 -2.58113 0.71333 -1.25478
H22 1.23177 1.13543 -3.21498
H23 0.10027 1.55283 -5.33588
F1 -2.14063 0.56473 0.89812
Sb1 -2.64643 3.55263 2.88922
F2 -1.93683 5.07313 3.87282
F3 -3.76553 2.99123 4.34902
F4 -3.90053 2.23733 1.82852
F5 -3.19643 4.86043 1.54812
F6 -1.74373 2.70623 0.00372

***

(4)
Entry from OMol25: C27H23N5O4SSrTe as an isolated structure (wB97M-V/def2-TZVPD).

Results
Energy above the lowest of the compared OMol25 structures with the same formula, charge and spin: 65.3 kJ/mol
Total charge: 0
Spin multiplicity: 1
Molar mass: 728.80 g/mol
Kohn-Sham gap: 8.8 eV
E_LUMO: -0.02 eV

CARTESIAN COORDINATES (ANGSTROEM)
Sr1 0.86952 0.11733 1.63676
O1 -0.98326 -2.85662 -0.85460
C1 -0.00276 -2.33037 -0.31144
O2 0.47333 -1.17371 -0.51942
C2 0.70422 -3.10970 0.80525
C3 0.85461 -4.48489 0.86738
C4 1.57791 -5.01433 1.93198
C5 2.10533 -4.17732 2.90523
C6 1.87786 -2.81176 2.78373
N1 1.20953 -2.32897 1.74986
C7 2.41285 -1.77056 3.78251
O3 3.05921 -2.16953 4.73652
O4 2.11824 -0.56557 3.47931
H1 0.42600 -5.11299 0.09908
H2 1.73372 -6.08399 1.99576
H3 2.67779 -4.54387 3.74492
C8 -4.03928 -3.47778 0.61600
N2 -3.04783 -2.48959 0.99027
C9 -3.23836 -1.55180 1.90492
N3 -4.46199 -1.44963 2.45942
S1 -2.03196 -0.49116 2.45986
H4 -3.54459 -4.22499 0.00176
H5 -4.85551 -3.04921 0.03319
H6 -4.43725 -3.97988 1.50210
H7 -2.18245 -2.49301 0.45321
H8 -5.17945 -2.12833 2.27516
H9 -4.55807 -0.84195 3.25306
Te1 0.83761 1.84670 -1.15372
C10 1.39703 3.87608 -1.31122
C11 1.92077 4.57095 -0.22546
C12 2.29668 5.89964 -0.35820
C13 2.14138 6.54590 -1.57633
C14 1.60889 5.86111 -2.65800
C15 1.23764 4.53044 -2.52655
C16 2.77936 1.02709 -1.30574
C17 3.15032 0.25239 -2.39547
C18 4.40608 -0.33515 -2.43162
C19 5.29513 -0.16146 -1.38147
C20 4.93009 0.60840 -0.28684
C21 3.67415 1.19930 -0.25180
H10 2.03754 4.08162 0.73367
H11 2.70755 6.42928 0.49161
H12 2.43237 7.58298 -1.68087
H13 1.48542 6.36089 -3.61014
H14 0.82694 4.00295 -3.37843
H15 2.45749 0.09225 -3.21142
H16 4.68897 -0.93789 -3.28501
H17 6.26969 -0.63044 -1.41454
H18 5.61316 0.74608 0.54089
H19 3.41614 1.82321 0.59940
N4 -4.33441 -2.33816 -2.59989
C22 -4.13032 -1.32890 -2.08979
C23 -3.92343 -0.06325 -1.45623
C24 -5.00819 0.73872 -1.11058
C25 -4.75295 1.95998 -0.51587
C26 -3.43200 2.32786 -0.30287
N5 -2.39405 1.56600 -0.62889
C27 -2.62871 0.38403 -1.18689
H20 -6.01708 0.40523 -1.31253
H21 -5.55691 2.62231 -0.22781
H22 -3.20141 3.28360 0.15474
H23 -1.76828 -0.23557 -1.42795

***

total charge of number 2 (C27H23F6I2KN6O10S2)?
-2